<A>
This record from the OMol25 dataset describes an isolated ion of composition C4H10NO2S and charge +1. The level of theory is ωB97M-V/def2-TZVPD.

Values from the calculation:
HOMO level in eV: -12.8
SMILES: [NH3+][C@H]1CCSC1(O)O
Molecular weight in g mol⁻¹: 136.20

The geometry in ORCA input format:
```
! RIJCOSX wB97M-V def2-TZVPD def2/J DEFGRID3
* xyz 1 1
N -0.69604 -0.02003 1.69717
C 0.30585 -0.04792 0.63867
C 0.11142 -1.38018 -0.06500
C 0.75559 -1.33896 -1.46829
S 0.11534 0.34634 -2.10039
C -0.07870 1.12084 -0.52832
O -1.48044 1.42345 -0.41311
O 0.69712 2.21440 -0.21257
H -1.62693 -0.26972 1.39118
H -0.68495 0.91067 2.14755
H -0.19221 -0.71553 2.41910
H 1.18698 0.27833 1.09799
H -0.91274 -1.65963 -0.06413
H 0.56950 -2.22010 0.47173
H 1.81257 -1.25672 -1.36913
H 0.53792 -2.16196 -2.13796
H -1.82060 2.29045 -0.74831
H 1.40034 2.48627 -0.75617
*
```

<B>
This record from the OMol25 dataset describes an isolated ion of composition C4H10NO2S and charge +1. The level of theory is ωB97M-V/def2-TZVPD.

Values from the calculation:
HOMO level in eV: -12.6
Molecular weight in g mol⁻¹: 136.20

The geometry in ORCA input format:
```
! RIJCOSX wB97M-V def2-TZVPD def2/J DEFGRID3
* xyz 1 1
C -1.02624 0.70399 -0.40072
C -0.51347 1.58514 0.85935
C 0.05938 -0.32008 -0.70407
C 1.18608 -0.32354 1.19349
N -0.35174 -1.72911 -0.67845
O 1.38451 -1.57751 1.34400
O 2.38620 0.33423 0.97410
S -0.08137 0.48234 2.12102
H -1.90940 0.24027 -0.12767
H -1.28765 1.49953 -1.10201
H 0.24575 2.30846 0.45675
H -1.28272 2.24084 1.25426
H 0.83023 -0.07946 -1.44140
H -1.33654 -1.73054 -0.35444
H 0.28337 -2.28726 0.02343
H -0.42776 -2.27447 -1.64323
H 2.26784 -1.81310 1.54147
H 2.31967 1.34720 0.90800
*
```

<C>
This record from the OMol25 dataset describes an isolated ion of composition C4H10NO2S and charge +1. The level of theory is ωB97M-V/def2-TZVPD.

Values from the calculation:
HOMO level in eV: -15.2
Molecular weight in g mol⁻¹: 136.20

The geometry in ORCA input format:
```
! RIJCOSX wB97M-V def2-TZVPD def2/J DEFGRID3
* xyz 1 1
C -0.30424 -0.99271 -0.71512
C -0.51761 0.59173 -1.13732
C -0.40722 -1.88800 1.47541
C 0.67325 1.33532 -0.61171
N -0.85830 -1.16840 0.60666
O -1.09251 1.15958 2.05313
O -2.62809 -0.52678 2.77560
S -2.24358 0.15141 1.59112
H -0.65197 -1.68484 -1.45451
H 0.86038 -0.96440 -0.56281
H -1.06568 1.59577 2.92871
H -1.45742 1.00200 -0.71876
H -0.59158 0.77251 -2.27766
H 0.17510 -2.66444 1.13586
H 1.51672 1.08065 -1.22451
H -0.73194 -1.83840 2.53313
H 0.94668 1.18741 0.41363
H 0.58356 2.44026 -0.66674
*
```

<D>
This record from the OMol25 dataset describes a 2-piece molecular cluster, C4H10NO2S overall. The level of theory is ωB97M-V/def2-TZVPD.

Values from the calculation:
HOMO level in eV: -12.4
Molecular weight in g mol⁻¹: 136.20

The geometry in ORCA input format:
```
! RIJCOSX wB97M-V def2-TZVPD def2/J DEFGRID3
* xyz 1 1
C -2.35704 0.08214 -2.84799
C 1.29064 -0.76863 2.22355
C -1.36959 0.29340 -1.94673
C 1.22298 0.12705 1.04762
N 0.21357 -0.96787 3.15842
O -0.30146 0.97473 -2.22081
O 0.75290 -0.38123 -0.02962
S 1.90035 1.67511 1.03440
H -2.15012 0.36521 -3.91694
H -3.19373 -0.53262 -2.58766
H 1.60124 -1.80973 1.84689
H 2.13169 -0.30529 2.77722
H -1.35030 -0.14033 -0.97255
H -0.10822 -0.36615 3.91087
H -0.46472 -1.57968 2.74654
H -0.25754 1.55103 -2.98036
H 0.79921 -0.07059 -0.93767
H 1.64014 1.85345 -0.30518
*
```

What are the relative energies? In kJ/mol: <A> 0.0; <B> 115.7; <C> 197.9; <D> 168.8.

<A>
This record from the OMol25 dataset describes one molecule with the formula C19H24N4O3. The level of theory is ωB97M-V/def2-TZVPD.

Values from the calculation:
HOMO level in eV: -8.3
SMILES: [H]/N=c1/[nH]cc(C(=O)N2C[C@H](C)[C@H](NC(=O)CCc3cccc(C)c3)C2)o1
Molecular weight in g mol⁻¹: 356.43

The geometry in ORCA input format:
```
! RIJCOSX wB97M-V def2-TZVPD def2/J DEFGRID3
* xyz 0 1
H -3.19793 -6.24576 -4.15190
N -3.96199 -5.88810 -4.71368
C -3.99621 -4.62803 -4.69553
N -4.90202 -3.82318 -5.35139
C -4.62226 -2.49759 -5.09616
C -3.56223 -2.46787 -4.28517
C -2.86660 -1.27193 -3.77746
O -3.17973 -0.17694 -4.22954
N -1.90007 -1.40741 -2.84345
C -1.55503 -2.58182 -2.02824
C -0.92900 -1.96577 -0.77778
C -1.98600 -1.57780 0.24842
C -0.20810 -0.74402 -1.37764
N 0.18986 0.28155 -0.44188
C 1.23279 0.08951 0.40910
O 1.91237 -0.92051 0.36999
C 1.46456 1.19451 1.42238
C 2.94946 1.39576 1.73241
C 3.15706 2.11396 3.04015
C 3.11065 1.41175 4.24101
C 3.26683 2.07783 5.44596
C 3.46910 3.45059 5.46556
C 3.51791 4.17407 4.27939
C 3.71210 5.66642 4.29194
C 3.36222 3.48803 3.07814
C -1.19750 -0.20819 -2.40731
O -3.15277 -3.77564 -4.02547
H -5.63684 -4.19648 -5.92236
H -5.17844 -1.67462 -5.50578
H -2.43913 -3.17058 -1.79595
H -0.84736 -3.22361 -2.55759
H -0.20500 -2.64413 -0.32799
H -2.73990 -0.91446 -0.18356
H -2.49979 -2.46588 0.61776
H -1.53896 -1.07161 1.10439
H 0.69347 -1.09990 -1.88035
H -0.38941 1.09593 -0.32926
H 0.94952 0.88224 2.33647
H 0.99803 2.12877 1.10182
H 3.42372 1.94713 0.91804
H 3.41615 0.41091 1.76846
H 2.96364 0.33753 4.22735
H 3.24040 1.52410 6.37600
H 3.59843 3.96429 6.41103
H 4.21467 6.00718 3.38688
H 2.75100 6.18216 4.34962
H 4.30519 5.98014 5.15070
H 3.41176 4.04003 2.14425
H -1.90049 0.50573 -1.96346
H -0.71811 0.29172 -3.24833
*
```

<B>
This record from the OMol25 dataset describes one molecule with the formula C19H24N4O3. The level of theory is ωB97M-V/def2-TZVPD.

Values from the calculation:
HOMO level in eV: -8.2
SMILES: CC#CC[C@H](NC(=O)c1ncn2ccccc12)C(=O)N[C@H](CO)CCC
Molecular weight in g mol⁻¹: 356.43

The geometry in ORCA input format:
```
! RIJCOSX wB97M-V def2-TZVPD def2/J DEFGRID3
* xyz 0 1
C -3.76022 -3.32015 3.86468
C -2.50518 -2.60908 3.63659
C -1.47179 -2.02791 3.45290
C -0.22756 -1.30769 3.18212
C -0.43073 -0.13088 2.21745
N -1.01918 -0.64094 0.99370
C -1.51540 0.11649 -0.00617
O -1.43340 1.34253 -0.04103
C -2.16381 -0.64849 -1.08398
N -2.26623 -2.01030 -1.08209
C -2.88603 -2.34054 -2.18262
N -3.20519 -1.23453 -2.92454
C -3.85238 -1.12210 -4.13616
C -4.04747 0.10191 -4.66333
C -3.58923 1.27115 -3.97209
C -2.95243 1.16425 -2.78108
C -2.74371 -0.12729 -2.22506
C 0.93232 0.57721 2.08556
O 1.61464 0.73593 3.08827
N 1.31053 0.98830 0.86589
C 2.55375 1.71499 0.66003
C 2.30983 2.76729 -0.40577
O 1.96931 2.09750 -1.61764
C 3.69129 0.74987 0.32781
C 5.05225 1.41810 0.18106
C 6.17174 0.39852 0.00937
H -4.57809 -2.61832 4.02794
H -4.01361 -3.94274 3.00653
H -3.68635 -3.96364 4.74141
H 0.20781 -0.91790 4.09934
H 0.51027 -1.99108 2.75151
H -1.10844 0.60045 2.66675
H -1.18576 -1.63478 0.92210
H -3.13390 -3.33819 -2.50564
H -4.17034 -2.04485 -4.59806
H -4.55476 0.18890 -5.61280
H -3.75892 2.24461 -4.41087
H -2.59460 2.01805 -2.22583
H 0.64704 0.97775 0.10709
H 2.78959 2.22902 1.59533
H 1.48977 3.41398 -0.08019
H 3.20655 3.37938 -0.53733
H 1.55927 2.72608 -2.21718
H 3.73285 0.01506 1.13662
H 3.43913 0.20911 -0.58810
H 5.04496 2.09235 -0.67954
H 5.25121 2.03697 1.06221
H 7.14287 0.88231 -0.10099
H 6.22538 -0.26879 0.87163
H 6.00233 -0.21790 -0.87583
*
```

What are the relative energies? In kJ/mol: <A> 0.0; <B> 129.1.

<A>
This record from the OMol25 dataset describes one molecule with the formula C2H3N5O2. The level of theory is ωB97M-V/def2-TZVPD.

Values from the calculation:
HOMO level in eV: -9.2
Molecular weight in g mol⁻¹: 129.08

The geometry in ORCA input format:
```
! RIJCOSX wB97M-V def2-TZVPD def2/J DEFGRID3
* xyz 0 1
C -1.69356 0.63599 -0.24602
C 0.56870 1.10102 -0.89031
N -0.53590 1.32058 -0.48535
N -1.91993 -0.34006 0.52879
N -1.02070 -1.00589 1.19713
N 1.60324 1.42667 -1.40290
N -0.15237 -1.67266 0.61071
O 0.45867 -2.68608 1.35233
O 0.22058 -1.48346 -0.51724
H -2.44927 1.10814 -0.80553
H 2.59492 1.11150 -1.33818
H 0.47668 -2.64306 2.37326
*
```

<B>
This record from the OMol25 dataset describes one molecule with the formula C2H3N5O2. The level of theory is ωB97M-V/def2-TZVPD.

Values from the calculation:
HOMO level in eV: -9.7
SMILES: O=C/N=c1\nn[nH]n1O
Molecular weight in g mol⁻¹: 129.08

The geometry in ORCA input format:
```
! RIJCOSX wB97M-V def2-TZVPD def2/J DEFGRID3
* xyz 0 1
O 3.51623 0.00621 0.38112
C 2.45509 -0.22442 -0.23430
N 1.22312 0.62574 -0.13331
C 0.16766 -0.24351 -0.15280
N -0.21501 -1.51075 -0.45299
N -1.49153 -1.54930 0.06653
N -2.04397 -0.46248 0.20145
N -0.99850 0.51365 0.36803
O -1.45543 1.70926 -0.43074
H 2.38278 -1.00252 -1.03063
H -2.58181 -0.26755 1.17021
H -0.95863 2.40565 0.24743
*
```

What are the relative energies? In kJ/mol: <A> 0.0; <B> 34.2.

<A>
This record from the OMol25 dataset describes an isolated ion of composition C3H10N4S and charge +2. The level of theory is ωB97M-V/def2-TZVPD.

Values from the calculation:
HOMO level in eV: -17.4
SMILES: CN1C=[NH+]S[C@@H]1N[NH3+]
Molecular weight in g mol⁻¹: 134.21

The geometry in ORCA input format:
```
! RIJCOSX wB97M-V def2-TZVPD def2/J DEFGRID3
* xyz 2 1
C 1.86317 0.48789 -0.61679
N 0.54114 0.51564 -1.11254
C -0.01447 1.42965 -1.93379
N -1.30938 1.26433 -2.11499
S -2.13803 -0.01280 -1.37488
C -0.52728 -0.44110 -0.42545
N -0.77985 -0.21646 0.92905
N -1.29410 -1.29976 1.72170
H 2.53123 0.03781 -1.36981
H 2.18521 1.51939 -0.39661
H 2.06584 -0.15926 0.25306
H 0.52981 2.34528 -2.26201
H -1.85058 1.51417 -2.92277
H -0.10969 -1.45023 -0.38033
H -1.17345 0.71367 0.98647
H -0.66833 -2.18063 1.49989
H -2.21812 -1.61166 1.32205
H -1.36444 -1.11399 2.70842
*
```

<B>
This record from the OMol25 dataset describes an isolated ion of composition C3H10N4S and charge +2. The level of theory is ωB97M-V/def2-TZVPD.

Values from the calculation:
HOMO level (spin up / spin down) in eV: -16.9 / -16.9
Molecular weight in g mol⁻¹: 134.21

The geometry in ORCA input format:
```
! RIJCOSX wB97M-V def2-TZVPD def2/J DEFGRID3
* xyz 2 1
C 1.93073 -1.39029 0.11758
C 0.61959 1.23235 -0.50549
C -0.12130 -2.07770 1.12383
N 0.78266 -1.21683 0.53635
N 2.65846 -0.33013 -0.29291
N -0.18160 2.36550 -0.28969
N -1.57005 2.29009 -0.25522
S 2.27687 1.31376 0.05616
H 2.47278 -2.37627 0.38594
H 0.11971 0.44147 -1.01084
H 0.33988 -3.14011 1.18269
H -0.46357 -1.71752 2.17209
H -1.14464 -2.13246 0.72124
H 3.70517 -0.48642 -0.36687
H 0.27743 3.13619 0.22036
H -2.04768 3.06662 -0.77143
H -2.02204 2.33660 0.67997
H -1.69466 1.41718 -0.78734
*
```

What are the relative energies? In kJ/mol: <A> 0.0; <B> 161.0.